1.
This record from the Open Molecules 2025 dataset describes C23H48IrNOP3S as an isolated structure at a distorted geometry. The level of theory is ωB97M-V with the def2-TZVPD basis set.

Properties
* F_max: 3.9 eV/Å
* ΔE to the lowest compared entry with this formula, charge and spin: 227.8 kJ/mol
* E_HOMO (alpha / beta): -0.6248 / -0.7338 Eh
* E_LUMO (alpha / beta): -12.38 / -16.89 eV

Structure (ORCA input):
```
! RIJCOSX wB97M-V def2-TZVPD def2/J DEFGRID3
* xyz 4 6
Ir 0.14 -0.40 -0.25
P 2.15 -1.19 0.51
P 0.79 1.75 0.26
P 0.08 -2.52 -1.25
H -2.06 1.43 -4.07
C -1.98 0.48 -3.50
C -2.89 0.27 -2.53
H -3.46 1.12 -2.11
C 3.47 -1.00 -0.73
C 2.95 -0.50 2.02
C 2.34 -2.94 1.12
C -0.45 3.01 -0.20
C 1.18 2.33 1.97
C 2.24 2.31 -0.70
C -1.48 -2.26 -2.10
C -0.55 -4.02 -0.40
C 1.22 -2.88 -2.63
H -1.25 -0.25 -3.92
H -3.26 -0.75 -2.39
H 4.41 -0.87 -0.19
H 3.31 -0.14 -1.38
H 3.53 -1.91 -1.35
H 3.76 -1.17 2.35
H 2.22 -0.43 2.83
H 3.40 0.47 1.81
H 3.21 -2.97 1.80
H 2.50 -3.66 0.32
H 1.45 -3.23 1.71
H -0.39 3.92 0.41
H -1.44 2.56 -0.11
H -0.26 3.32 -1.24
H 1.58 3.36 1.89
H 1.93 1.70 2.46
H 0.28 2.39 2.60
H 2.30 3.41 -0.60
H 2.08 2.06 -1.75
H 3.16 1.88 -0.29
H -1.65 -2.90 -2.98
H -1.26 -1.24 -2.42
H -2.34 -2.29 -1.42
H -1.22 -4.55 -1.09
H -1.14 -3.69 0.46
H 0.25 -4.69 -0.07
H 0.67 -3.36 -3.45
H 2.02 -3.55 -2.30
H 1.66 -1.95 -3.00
C -1.50 3.99 -3.29
C -0.44 3.12 -3.59
C 0.70 3.61 -4.26
C 0.83 4.95 -4.55
C -0.24 5.82 -4.28
C -1.41 5.34 -3.72
S -2.99 3.73 -2.36
H -2.61 4.29 -1.22
H -0.47 2.06 -3.34
H 1.52 2.94 -4.50
H 1.74 5.35 -4.99
H -0.12 6.92 -4.45
H -2.28 5.98 -3.55
O -1.49 -0.91 1.06
C -1.56 -1.04 2.32
C -2.58 -2.00 2.88
C -1.93 -3.22 3.54
C -1.44 -2.96 4.96
C -0.34 -1.91 5.07
C -0.75 -0.51 4.61
N -0.76 -0.38 3.14
H -3.18 -1.46 3.61
H -3.23 -2.31 2.04
H -2.68 -4.02 3.55
H -1.10 -3.57 2.91
H -2.28 -2.67 5.58
H -1.06 -3.92 5.35
H -0.05 -1.83 6.13
H 0.55 -2.24 4.51
H -1.75 -0.26 4.97
H -0.05 0.23 5.02
H -0.24 0.43 2.75
*
```

Atomic partial charges in e from the Löwdin method, atoms 1 to 8: number 1, Ir, carries 0.79; number 2, P, carries 0.59; number 3, P, carries 0.61; number 4, P, carries 0.68; number 5, H, carries 0.06; number 6, C, carries -0.07; number 7, C, carries -0.02; number 8, H, carries 0.04

=====

2.
This record from the Open Molecules 2025 dataset describes a 2-piece molecular cluster, C4H8Cl4 overall at a distorted geometry. The level of theory is ωB97M-V with the def2-TZVPD basis set.

Properties
* F_max: 2.7 eV/Å
* ΔE to the lowest compared entry with this formula, charge and spin: 188.9 kJ/mol
* E_HOMO: -0.3901 Eh
* E_LUMO: 0.48 eV

Structure (ORCA input):
```
! RIJCOSX wB97M-V def2-TZVPD def2/J DEFGRID3
* xyz 0 1
Cl 0.71 -3.44 0.69
C 0.10 -1.80 0.34
C 0.14 -0.78 1.55
Cl -1.01 -1.45 2.79
H -0.95 -2.01 0.11
H 0.60 -1.43 -0.56
H -0.28 0.21 1.38
H 1.16 -0.78 1.92
Cl 0.95 3.08 -1.88
C -0.18 1.69 -1.76
C -0.21 1.03 -0.38
Cl 1.49 0.67 0.12
H 0.02 0.96 -2.54
H -1.18 2.11 -1.86
H -0.81 0.13 -0.23
H -0.54 1.81 0.31
*
```

Atomic partial charges in e from the natural (NBO) method, atoms 1 to 8: number 1, Cl, carries -0.04; number 2, C, carries -0.42; number 3, C, carries -0.39; number 4, Cl, carries -0.10; number 5, H, carries 0.22; number 6, H, carries 0.23; number 7, H, carries 0.22; number 8, H, carries 0.24

=====

3.
This record from the Open Molecules 2025 dataset describes a 5-piece molecular cluster, BrH8O4 overall. The level of theory is ωB97M-V with the def2-TZVPD basis set.

Properties
* F_max: 0.4 eV/Å
* ΔE to the lowest compared entry with this formula, charge and spin: 7.4 kJ/mol
* E_HOMO: -0.1891 Eh
* E_LUMO: 3.73 eV

Structure (ORCA input):
```
! RIJCOSX wB97M-V def2-TZVPD def2/J DEFGRID3
* xyz -1 1
Br 0.02 0.33 0.47
O 2.05 2.63 1.93
H 1.17 2.93 2.20
H 1.90 1.69 1.74
O -0.72 0.28 -3.10
H -0.10 0.33 -2.35
H -0.88 -0.66 -3.20
O 1.51 -2.33 1.99
H 2.03 -1.63 2.41
H 0.92 -1.81 1.41
O -2.83 -0.94 -1.16
H -3.10 -0.13 -1.59
H -1.98 -0.69 -0.75
*
```

Atomic partial charges in e from the natural (NBO) method, atoms 1 to 8: number 1, Br, carries -0.95; number 2, O, carries -0.97; number 3, H, carries 0.47; number 4, H, carries 0.49; number 5, O, carries -0.97; number 6, H, carries 0.50; number 7, H, carries 0.47; number 8, O, carries -0.98

=====

4.
This record from the Open Molecules 2025 dataset describes an isolated ion of composition C5H15N3OP and charge +1 at a distorted geometry. The level of theory is ωB97M-V with the def2-TZVPD basis set.

Properties
* F_max: 5.8 eV/Å
* ΔE to the lowest compared entry with this formula, charge and spin: 0.0 kJ/mol
* E_HOMO: -0.5044 Eh
* E_LUMO: -2.88 eV

Structure (ORCA input):
```
! RIJCOSX wB97M-V def2-TZVPD def2/J DEFGRID3
* xyz 1 1
C 0.19 -3.05 0.55
N -0.40 -1.74 0.31
C -1.19 -1.19 1.39
C -0.15 -1.12 -0.78
N 0.48 -1.54 -1.85
N -0.69 0.56 -0.84
P 0.39 1.49 0.12
C 1.40 2.50 -1.03
C -0.76 2.64 0.94
O 1.17 0.61 1.00
H -0.01 -3.33 1.58
H -0.22 -3.80 -0.11
H 1.28 -3.00 0.42
H -1.90 -1.94 1.73
H -0.53 -0.91 2.21
H -1.72 -0.31 1.04
H 0.84 -2.49 -1.89
H 0.69 -0.94 -2.62
H -0.78 0.82 -1.81
H 1.99 1.86 -1.68
H 0.78 3.18 -1.62
H 2.08 3.09 -0.42
H -1.32 2.10 1.71
H -0.18 3.42 1.42
H -1.45 3.08 0.23
*
```

Atomic partial charges in e from the natural (NBO) method, atoms 1 to 8: number 1, C, carries -0.43; number 2, N, carries -0.35; number 3, C, carries -0.41; number 4, C, carries 0.77; number 5, N, carries -0.77; number 6, N, carries -0.97; number 7, P, carries 2.06; number 8, C, carries -1.02

=====

5.
This record from the Open Molecules 2025 dataset describes C6H4Br4 as an isolated structure at a distorted geometry. The level of theory is ωB97M-V with the def2-TZVPD basis set.

Properties
* F_max: 5.4 eV/Å
* ΔE to the lowest compared entry with this formula, charge and spin: 66.9 kJ/mol
* E_HOMO: -0.3209 Eh
* E_LUMO: 0.33 eV

Structure (ORCA input):
```
! RIJCOSX wB97M-V def2-TZVPD def2/J DEFGRID3
* xyz 0 1
C -1.09 -1.09 0.34
C -1.57 -0.28 -0.61
C 0.38 -1.07 0.56
C -0.49 0.45 -1.31
C 0.99 -0.44 1.59
C 0.43 1.40 -0.88
Br 0.12 0.15 3.17
Br 2.85 -0.23 1.51
Br 1.80 1.86 -2.23
Br 0.58 2.47 0.66
H -1.91 -1.70 0.68
H -2.62 -0.29 -0.91
H 0.93 -1.51 -0.16
H -0.39 0.28 -2.41
*
```

Atomic partial charges in e from the natural (NBO) method, atoms 1 to 8: number 1, C, carries -0.20; number 2, C, carries -0.21; number 3, C, carries -0.28; number 4, C, carries -0.29; number 5, C, carries -0.22; number 6, C, carries -0.19; number 7, Br, carries 0.12; number 8, Br, carries 0.12

=====

6.
This record from the Open Molecules 2025 dataset describes a 2-piece molecular cluster, C4H13N2S2 overall. The level of theory is ωB97M-V with the def2-TZVPD basis set.

Properties
* F_max: 0.4 eV/Å
* ΔE to the lowest compared entry with this formula, charge and spin: 35.3 kJ/mol
* E_HOMO: -0.4223 Eh
* E_LUMO: -3.17 eV

Structure (ORCA input):
```
! RIJCOSX wB97M-V def2-TZVPD def2/J DEFGRID3
* xyz 1 1
C -2.45 -1.59 -0.72
N 0.89 -2.45 0.53
C -0.11 -2.00 -0.19
N -1.36 -2.09 0.13
H -2.99 -2.42 -1.17
H -2.03 -0.95 -1.49
H -3.12 -0.99 -0.11
H 0.74 -2.73 1.49
H 1.81 -2.07 0.33
H 0.13 -1.56 -1.15
H -1.62 -2.51 1.01
C 2.22 1.61 -1.29
S 0.46 1.25 -1.01
S 0.54 1.08 1.07
C -1.16 1.52 1.48
H 2.45 2.62 -0.98
H 2.84 0.90 -0.75
H 2.37 1.50 -2.36
H -1.75 0.64 1.70
H -1.14 2.16 2.35
H -1.61 2.06 0.65
*
```

Atomic partial charges in e from the natural (NBO) method, atoms 1 to 8: number 1, C, carries -0.42; number 2, N, carries -0.72; number 3, C, carries 0.41; number 4, N, carries -0.50; number 5, H, carries 0.23; number 6, H, carries 0.23; number 7, H, carries 0.23; number 8, H, carries 0.42

=====

7.
This record from the Open Molecules 2025 dataset describes one molecule with the formula C22H30N2O4S at a distorted geometry. The level of theory is ωB97M-V with the def2-TZVPD basis set.

Properties
* F_max: 19.5 eV/Å
* ΔE to the lowest compared entry with this formula, charge and spin: 2224.6 kJ/mol
* E_HOMO: -0.2724 Eh
* E_LUMO: 0.43 eV

Structure (ORCA input):
```
! RIJCOSX wB97M-V def2-TZVPD def2/J DEFGRID3
* xyz 0 1
C -1.26 -3.14 3.23
C -2.01 -2.30 2.27
C -2.67 -1.04 2.73
C -3.33 -0.30 1.90
C -3.16 -0.61 0.40
C -2.42 -1.51 0.03
C -2.19 -1.58 -1.20
S -2.11 0.10 -2.07
O -1.36 0.89 -1.28
O -3.34 0.62 -2.66
C -0.99 -0.11 -3.77
C 0.44 0.02 -3.17
C 1.42 0.53 -3.48
C 2.51 0.53 -2.55
C 2.09 -0.49 -1.68
C 2.62 -0.72 -0.26
O 3.74 -0.71 -0.01
N 1.68 -1.34 0.50
C 1.86 -1.57 1.84
C 1.25 -0.18 2.47
N 1.49 0.94 1.70
C 2.73 1.48 2.30
C 3.31 2.44 1.11
C 2.09 3.53 0.85
C 0.93 2.79 0.25
C 0.47 1.59 1.40
C -0.31 2.67 2.70
O 0.72 -0.80 -1.96
C -1.85 -2.43 0.99
H -0.52 -2.70 3.89
H -1.87 -3.70 3.81
H -0.59 -3.90 2.77
H -2.76 -1.27 3.90
H -3.92 0.31 2.40
H -3.78 0.15 -0.12
H -2.96 -2.09 -1.79
H -1.27 -2.21 -1.86
H -1.32 -1.07 -4.09
H -1.33 0.67 -4.42
H 1.41 1.10 -4.41
H 3.51 0.76 -2.58
H 0.80 -1.66 0.29
H 1.59 -2.43 2.09
H 2.97 -1.53 2.12
H 0.14 -0.61 2.48
H 1.58 -0.17 3.64
H 3.43 0.82 2.25
H 2.46 2.09 3.00
H 4.24 3.01 1.58
H 3.37 1.91 0.16
H 2.00 4.22 1.67
H 2.51 4.27 -0.12
H 0.10 3.49 0.11
H 1.02 2.22 -0.35
H -0.32 1.39 1.08
H 0.50 3.12 3.19
H -1.02 3.11 2.49
H -0.66 1.82 3.30
H -1.19 -2.94 0.63
*
```

Atomic partial charges in e from the natural (NBO) method, atoms 1 to 8: number 1, C, carries -0.65; number 2, C, carries 0.03; number 3, C, carries -0.19; number 4, C, carries -0.20; number 5, C, carries -0.14; number 6, C, carries -0.22; number 7, C, carries -0.54; number 8, S, carries 2.13

=====

8.
This record from the Open Molecules 2025 dataset describes a 7-piece molecular cluster, C23H58N12O7 overall at a distorted geometry. The level of theory is ωB97M-V with the def2-TZVPD basis set.

Properties
* F_max: 3.9 eV/Å
* ΔE to the lowest compared entry with this formula, charge and spin: 142.4 kJ/mol
* E_HOMO: -0.3053 Eh
* E_LUMO: 0.09 eV

Structure (ORCA input):
```
! RIJCOSX wB97M-V def2-TZVPD def2/J DEFGRID3
* xyz 0 1
C -4.23 1.10 2.22
C -4.67 0.09 1.15
C -6.17 0.42 1.05
C -3.92 0.22 -0.19
C -4.35 -0.88 -1.19
C -3.99 -2.30 -0.55
C -4.66 -2.50 0.82
C -6.15 -2.76 0.59
C -3.96 -3.64 1.54
N -4.31 -1.26 1.57
O -4.90 -1.55 2.89
H -3.80 2.05 1.79
H -4.95 1.30 2.99
H -3.44 0.68 2.83
H -6.66 0.13 1.98
H -6.30 1.50 0.97
H -6.61 0.03 0.14
H -4.12 1.19 -0.62
H -2.91 0.05 0.04
H -5.36 -0.83 -1.44
H -3.71 -0.79 -2.04
H -2.89 -2.36 -0.35
H -4.33 -3.08 -1.31
H -6.80 -2.43 1.37
H -6.50 -3.78 0.32
H -6.40 -2.16 -0.30
H -2.88 -3.50 1.63
H -4.06 -4.56 0.93
H -4.32 -3.76 2.56
H -4.22 -1.67 3.59
C 2.01 1.03 -3.88
C 2.00 2.29 -2.95
C 0.68 2.95 -3.20
C 2.03 1.91 -1.53
C 3.38 1.38 -1.06
C 4.49 2.30 -1.33
C 4.45 2.86 -2.82
C 5.35 4.14 -2.81
C 5.05 1.77 -3.72
N 3.04 3.28 -3.17
O 3.09 3.67 -4.50
H 2.13 1.40 -4.93
H 2.75 0.26 -3.62
H 1.11 0.47 -3.71
H -0.19 2.41 -2.85
H 0.59 3.94 -2.73
H 0.52 3.12 -4.22
H 1.69 2.84 -1.05
H 1.29 1.17 -1.28
H 3.29 1.16 0.03
H 3.59 0.39 -1.49
H 5.44 1.77 -1.16
H 4.40 3.14 -0.63
H 4.72 4.86 -2.28
H 5.59 4.41 -3.82
H 6.32 3.94 -2.35
H 4.66 1.90 -4.74
H 4.91 0.73 -3.42
H 6.12 1.88 -3.85
H 2.78 4.58 -4.47
N 3.40 -1.22 2.89
C 4.03 -2.31 2.39
N 4.93 -2.84 3.28
O 3.71 -2.81 1.33
H 3.41 -1.03 3.87
H 2.46 -1.15 2.52
H 5.65 -3.47 2.92
H 5.36 -2.16 3.84
N 2.85 2.47 4.17
C 1.60 2.02 4.03
N 1.25 1.66 2.75
O 0.87 2.08 5.01
H 3.06 2.92 5.03
H 3.45 2.63 3.35
H 0.31 1.22 2.63
H 1.82 1.94 1.97
N -0.58 -1.22 -3.90
C -1.32 -0.36 -3.20
N -0.77 0.02 -2.00
O -2.24 0.34 -3.64
H -0.83 -1.30 -4.86
H 0.27 -1.58 -3.54
H -1.30 0.68 -1.49
H -0.06 -0.53 -1.57
N 1.01 -2.68 0.13
C 1.71 -2.67 -1.01
N 2.83 -3.48 -1.08
O 1.43 -2.03 -2.04
H 0.00 -2.63 0.01
H 1.32 -3.16 0.93
H 3.31 -3.39 -1.95
H 3.24 -4.00 -0.36
N -2.16 -2.13 4.44
C -1.33 -1.09 4.03
N -1.15 0.00 4.86
O -0.81 -1.13 2.96
H -2.06 -2.95 3.86
H -2.41 -2.20 5.46
H -0.29 0.63 4.82
H -1.67 0.02 5.73
*
```

Atomic partial charges in e from the Löwdin method, atoms 1 to 8: number 1, C, carries -0.04; number 2, C, carries -0.51; number 3, C, carries -0.04; number 4, C, carries -0.12; number 5, C, carries -0.13; number 6, C, carries -0.11; number 7, C, carries -0.53; number 8, C, carries -0.02